[1]
# C21H18Cl4F6N2NiO10S4

C21H18Cl4F6N2NiO10S4 as an isolated structure in a non-equilibrium geometry (ωB97M-V/def2-TZVPD, the OMol25 dataset).

The spin multiplicity is 3. The calculation puts the HOMO energy (spin up / spin down) at -0.07479 / -0.07276 hartree. As for the charge: -2. As for the expectation value of S²: 2.004. The frontier orbital gap (spin up / spin down) is 6.29 / 6.24 eV.

```
66
C21H18Cl4F6N2NiO10S4 | the OMol25 dataset | ωB97M-V/def2-TZVPD
C 2.120 2.126 -0.124
C 3.049 -0.392 -0.692
C 4.516 -0.141 -0.389
C -0.304 -1.132 1.793
H 1.093 5.194 1.139
O 2.299 -3.253 0.981
H 1.850 -2.617 6.409
C 1.482 3.069 0.886
S -3.895 -2.856 -0.200
O -2.297 -1.259 -2.508
O 0.230 -4.447 1.550
H 1.587 2.182 -1.076
C 0.228 -1.386 3.165
S 0.966 -3.211 1.525
C -1.648 3.543 -3.255
C 1.517 4.513 0.398
F -5.752 -1.914 1.389
C 1.396 -2.277 5.486
Cl -3.798 3.482 -1.554
F -3.823 -2.254 2.327
C -1.813 1.671 -1.689
H 2.816 -1.450 -0.557
C 0.065 1.856 -3.207
Cl 1.567 1.206 -3.820
C -0.470 3.040 -3.756
H 2.745 -0.093 -1.696
C -4.625 -0.438 -3.442
F -5.776 -0.925 -3.927
O -2.430 -2.823 -0.187
H 2.171 -3.920 4.312
C 0.988 -2.534 3.170
H 0.510 -0.555 6.407
H 3.178 2.347 -0.284
S -3.632 -1.811 -2.723
O -3.734 -2.889 -3.663
O -0.070 0.119 -1.581
H 4.685 -0.338 0.671
F -4.118 -0.540 1.041
O -2.406 0.990 -0.759
C 1.583 -3.012 4.320
O -4.531 -4.114 0.030
C 0.033 -0.653 4.318
C -4.431 -1.813 1.222
H 4.778 0.906 -0.563
H 1.996 2.966 1.844
S 1.917 0.431 0.447
H 5.224 -0.874 -2.311
Ni -1.561 -0.726 -0.464
C -0.559 1.171 -2.170
H 6.463 -0.859 -1.050
H 2.543 4.832 0.194
N 0.108 -1.998 0.871
C -2.313 2.853 -2.222
H 5.196 -2.093 -1.038
F -3.927 0.085 -4.450
O 2.577 0.370 1.813
N -4.475 -2.018 -1.394
C 5.403 -1.041 -1.246
Cl -2.322 5.021 -3.884
H 0.945 4.625 -0.527
H 0.445 2.759 1.046
O -1.087 -0.200 1.501
C 0.632 -1.110 5.485
H -0.559 0.252 4.289
Cl 0.362 3.851 -5.055
F -4.902 0.503 -2.561
```

Results of the natural (NBO) charge analysis, in e, for atoms 1 through 6: -0.62, -0.62, -0.41, 0.62, 0.20, -0.96

[2]
# C5H5NO3

An isolated ion of composition C5H5NO3 and charge -2 in a non-equilibrium geometry (ωB97M-V/def2-TZVPD, the OMol25 dataset).

The calculation puts the HOMO energy at 0.03289 hartree. As for the charge: -2. The frontier orbital gap is 6.11 eV.

```
14
C5H5NO3 | the OMol25 dataset | ωB97M-V/def2-TZVPD
C -0.611 -1.679 0.237
O -1.265 -2.685 0.368
H -0.165 -1.054 1.164
O -0.746 2.228 0.505
C 0.269 0.009 -1.443
C -0.542 -1.099 -1.067
H 1.301 1.729 -0.565
H -1.041 -1.470 -1.884
H -0.625 0.881 2.555
H 1.650 0.227 0.398
C 0.244 0.588 1.877
O 0.569 0.319 -2.649
C 0.941 0.754 -0.287
N 0.020 1.252 0.792
```

Results of the natural (NBO) charge analysis, in e, for atoms 1 through 6: 0.32, -0.74, 0.16, -0.72, 0.48, -0.59

How do the records compare in energy? In the order shown, they have -196306.5911, -12892.4557 eV.
How do the records compare in energy relative to the best compared isomer or geometry (same formula, charge and spin)? In the order shown, they have 84.2, 105.4 kJ/mol.